1.
Entry from the Open Molecules 2025 dataset: a structure of composition C13H19ClN2O6ReS at a distorted geometry (the ωB97M-V functional and the def2-TZVPD basis).

Last column: Mulliken spin population.
Geometry (Å):
Re 0.556 -0.164 -0.234  0.89
Cl 0.392 4.364 -3.704  0.00
S -2.341 -0.546 -1.646  0.00
O -0.823 -0.172 -1.748  0.01
O -0.661 0.068 1.421  0.03
O 2.107 0.530 0.564  0.08
O 4.324 0.125 0.437  0.02
O -0.939 -3.597 0.329  0.00
O 0.419 -2.050 -0.533  -0.01
N 1.587 -1.727 1.852  -0.01
N 0.253 1.976 -0.574  -0.02
C 0.070 4.206 0.254  0.00
C 0.143 4.718 -1.030  0.00
C 1.112 -3.044 1.508  0.00
C -2.395 -2.233 -2.216  0.00
C 0.283 3.824 -2.083  0.00
C -3.027 0.329 -3.032  0.00
C 0.344 2.468 -1.820  0.00
C 0.073 -2.967 0.396  0.01
C 0.857 -1.048 2.919  0.01
C 0.129 2.840 0.446  -0.01
C 2.984 -1.408 1.731  0.00
C -0.596 -0.849 2.575  0.00
C 3.264 -0.198 0.832  0.00
H 0.103 5.782 -1.218  0.00
H -1.110 -1.769 2.300  0.00
H -4.081 0.056 -3.103  0.00
H 0.888 -1.609 3.862  0.00
H -1.832 -2.310 -3.145  0.00
H 0.649 -3.543 2.362  0.00
H 3.454 -1.182 2.693  0.00
H -1.116 -0.367 3.402  0.00
H -2.489 0.049 -3.937  0.00
H 3.537 -2.240 1.299  0.00
H -3.442 -2.500 -2.365  0.00
H -1.956 -2.858 -1.436  0.00
H 1.328 -0.083 3.104  -0.01
H -1.573 0.369 1.290  0.00
H -0.026 4.862 1.107  0.00
H 1.924 -3.683 1.157  0.00
H -2.940 1.395 -2.833  0.00
H 0.103 2.425 1.444  0.00
H 0.466 1.759 -2.627  0.00

- Gap between HOMO and LUMO (alpha / beta): 7.7 / 7.8 eV
- Multiplicity: 2
- ⟨S²⟩: 0.75
- Total charge: +2
- E_tot: -54525.799 eV
- E_HOMO (alpha / beta): -15.6233 / -15.5214 eV

2.
Entry from the Open Molecules 2025 dataset: a structure of composition C13H19ClN2OSTm at a distorted geometry (the ωB97M-V functional and the def2-TZVPD basis).

Last column: Mulliken spin population.
Geometry (Å):
Tm 7.485 -0.589 1.357  1.00
Cl 0.138 4.138 -0.271  0.00
S -3.836 -0.500 -1.170  0.90
O -1.101 2.504 1.339  0.00
N 0.148 1.084 -3.280  0.00
N -1.577 -2.774 -0.671  0.07
C 2.690 -0.598 -0.859  0.00
C -4.886 -0.848 0.289  -0.03
C 1.152 -0.984 -0.563  0.00
C -1.568 -1.655 -0.349  -0.06
C -5.240 0.439 1.143  0.05
C 0.208 0.665 -2.199  0.00
C -0.171 2.569 0.581  0.00
C -1.243 -0.145 -0.152  0.03
C -2.486 0.693 -0.686  0.00
C 4.905 -1.328 0.457  0.00
C 0.172 0.291 -0.709  0.00
C 3.580 -0.442 0.450  0.00
C 0.818 1.405 0.242  0.00
H -2.951 1.367 0.086  0.01
H -2.295 1.319 -1.596  -0.01
H 2.774 0.344 -1.463  0.00
H 5.053 -1.958 -0.460  0.00
H 1.114 0.841 1.177  0.00
H 3.004 -0.605 1.407  0.00
H 3.114 -1.418 -1.513  0.00
H -5.577 1.312 0.510  -0.01
H -4.362 0.707 1.797  0.00
H 1.750 1.852 -0.184  0.00
H -4.312 -1.545 0.973  0.04
H -6.104 0.232 1.838  0.00
H -1.210 0.007 0.969  0.00
H 4.940 -1.932 1.420  0.00
H -5.843 -1.346 -0.040  -0.01
H 3.910 0.641 0.483  0.00
H 0.911 -1.770 -1.335  0.00
H 1.087 -1.373 0.489  0.00
H 5.807 -0.602 0.494  0.00

- Gap between HOMO and LUMO (alpha / beta): 5.3 / 5.4 eV
- Multiplicity: 3
- ⟨S²⟩: 2.01
- Total charge: +3
- E_tot: -71669.518 eV
- E_HOMO (alpha / beta): -17.8735 / -17.8729 eV

3.
Entry from the Open Molecules 2025 dataset: a structure of composition C13H20AuNO4P2 (the ωB97M-V functional and the def2-TZVPD basis).

Last column: Mulliken spin population.
Geometry (Å):
Au -0.181 -0.248 -0.713  0.62
P 0.082 -0.444 1.803  0.46
P 0.327 -2.510 -0.808  0.16
O -3.686 2.423 -1.479  0.00
O -2.562 0.549 -0.964  0.03
O 3.249 2.132 -0.575  0.08
O 1.937 0.365 -0.362  0.47
N -0.235 1.890 -0.978  0.04
C 0.962 -2.030 1.860  0.02
C 0.330 -3.068 0.927  -0.01
C 1.018 0.773 2.726  0.02
C -1.356 2.578 -1.224  -0.01
C 0.939 2.515 -0.926  -0.02
C -1.552 -0.633 2.527  0.04
C 2.147 1.676 -0.591  -0.01
C -2.598 1.739 -1.211  0.02
C 1.994 -2.699 -1.451  0.01
C -1.337 3.938 -1.449  0.00
C -0.767 -3.594 -1.731  -0.01
C 1.043 3.880 -1.141  0.01
C -0.110 4.597 -1.410  0.01
H 0.958 -2.381 2.896  0.02
H 2.001 -1.822 1.594  0.00
H 2.017 0.876 2.305  0.00
H 0.509 1.736 2.711  0.00
H -4.457 1.831 -1.472  0.00
H -1.462 -1.075 3.523  0.02
H 2.677 -2.011 -0.955  0.00
H 0.873 -4.015 0.989  0.00
H -1.784 -3.535 -1.346  0.00
H -0.768 -3.313 -2.784  0.00
H -2.187 -1.262 1.904  0.00
H 2.319 -3.730 -1.299  0.01
H 1.998 -2.477 -2.518  0.00
H -0.063 5.663 -1.585  0.00
H 1.091 0.428 3.761  0.02
H -0.704 -3.282 1.209  0.00
H -2.257 4.468 -1.652  0.00
H -2.019 0.348 2.619  0.00
H 2.018 4.346 -1.092  0.00
H -0.402 -4.619 -1.638  0.01

- Gap between HOMO and LUMO (alpha / beta): 8.2 / 7.4 eV
- Multiplicity: 3
- ⟨S²⟩: 2.01
- Total charge: +2
- E_tot: -45740.757 eV
- E_HOMO (alpha / beta): -15.0553 / -16.5982 eV

4.
Entry from the Open Molecules 2025 dataset: a structure of composition C13H20BaGeN4S (the ωB97M-V functional and the def2-TZVPD basis).

Last column: Mulliken charge in e.
Geometry (Å):
Ba -0.866 -0.146 1.027  1.53
Ge -0.984 2.777 -1.347  0.59
S -0.880 -1.105 3.846  -0.65
N -2.026 -2.496 1.851  -0.35
N 4.592 -0.171 -0.479  -0.58
N 4.112 -1.012 -2.570  -0.45
N 1.914 -0.293 0.219  -0.14
C -0.795 1.223 -2.574  -0.72
C 3.684 -0.638 -1.329  0.70
C 0.865 3.250 -0.838  -0.87
C -2.698 -3.553 1.363  -0.39
C -1.656 4.276 -2.433  -1.14
C -3.111 -4.618 2.121  -0.55
C 2.828 0.179 1.074  -0.33
C 4.159 0.237 0.709  -0.26
C -2.131 -3.525 4.008  -0.68
C -2.812 -4.593 3.486  -0.15
C -1.978 2.225 0.201  -1.54
C -1.732 -2.455 3.173  0.62
C 2.327 -0.697 -0.968  -0.52
H -0.272 1.495 -3.493  0.34
H -1.771 0.815 -2.846  0.34
H -3.649 -5.439 1.668  0.37
H 2.487 0.499 2.050  0.39
H -0.212 0.426 -2.096  -0.14
H 1.584 -1.063 -1.668  0.26
H 3.526 -1.602 -3.132  0.22
H 5.106 -1.115 -2.687  0.25
H 1.383 2.398 -0.388  0.08
H -2.650 4.060 -2.828  0.35
H -1.725 5.175 -1.818  0.34
H -1.882 -3.466 5.058  0.37
H 4.908 0.615 1.395  0.38
H 1.442 3.572 -1.707  0.34
H -3.043 2.150 -0.058  0.29
H -2.909 -3.526 0.299  0.33
H -1.894 3.010 0.966  0.29
H 0.863 4.063 -0.110  0.35
H -0.985 4.479 -3.271  0.34
H -3.119 -5.410 4.128  0.37

- Gap between HOMO and LUMO: 6.6 eV
- E_tot: -87811.245 eV
- E_HOMO: -6.8235 eV

5.
Entry from the Open Molecules 2025 dataset: a structure of composition C13H20FO5S at a distorted geometry (the ωB97M-V functional and the def2-TZVPD basis).

Last column: Mulliken charge in e.
Geometry (Å):
S -2.016 -1.254 1.956  1.16
F -3.192 -1.648 0.843  -0.37
O -2.678 -0.398 2.884  -0.58
O -0.656 1.584 1.865  -0.41
O 1.891 1.710 2.551  -0.67
O -1.464 -2.505 2.364  -0.64
O -1.245 3.182 0.317  -0.34
C 3.944 1.119 -0.344  -0.42
C 1.203 2.177 -2.201  -0.86
C 0.124 0.408 1.115  -0.03
C 1.191 2.778 -0.791  -1.21
C -3.461 3.585 -0.468  -1.30
C -2.698 2.911 0.628  0.03
C -1.042 -0.416 0.788  -1.17
C 2.062 1.883 1.356  0.23
C 2.241 1.064 -2.302  -0.67
C 3.639 1.485 -1.800  -0.87
C 0.889 1.838 0.326  2.50
C 3.459 2.067 0.762  -1.47
C -0.333 2.480 0.972  -0.94
H 1.444 3.006 -2.891  0.43
H 3.812 2.558 -1.962  0.38
H -4.532 3.553 -0.243  0.40
H 4.121 1.957 1.626  0.43
H -3.311 3.064 -1.417  0.29
H 3.610 0.095 -0.129  0.35
H 1.880 0.201 -1.723  0.31
H 0.434 3.567 -0.764  0.38
H 3.527 3.122 0.458  0.51
H 2.146 3.259 -0.571  0.40
H -2.873 3.354 1.614  0.28
H 2.314 0.756 -3.356  0.42
H -1.335 -0.619 -0.240  0.45
H 0.188 1.807 -2.450  0.34
H -2.874 1.825 0.634  0.16
H 4.379 0.958 -2.420  0.32
H 5.037 1.116 -0.242  0.38
H 0.768 0.511 0.116  -0.03
H 0.709 -0.011 1.939  0.51
H -3.158 4.628 -0.581  0.31

- Gap between HOMO and LUMO: 5.1 eV
- Total charge: -1
- E_tot: -37586.978 eV
- E_HOMO: -2.0588 eV

6.
Entry from the Open Molecules 2025 dataset: the ion C13H20NO with charge +1 at a distorted geometry (the ωB97M-V functional and the def2-TZVPD basis).

Last column: Mulliken charge in e.
Geometry (Å):
O -0.165 2.249 0.566  -0.47
N 0.014 0.121 1.105  0.70
C -0.319 1.525 -2.458  -1.17
C 0.442 -0.780 -0.039  -0.65
C 1.170 -3.133 -0.124  -1.06
C -2.239 0.145 -2.089  -1.16
C -1.409 0.442 1.103  -0.34
C -1.494 1.941 0.915  -0.50
C 0.668 1.432 1.300  0.14
C -0.908 0.232 -1.936  0.44
C 0.034 -0.732 -1.311  1.56
C 1.077 -2.863 -1.612  -0.56
C 1.441 -1.774 0.566  -0.87
C 0.649 -1.739 -2.138  -1.18
C 0.871 1.633 2.806  -1.13
H 0.150 2.118 -1.742  0.31
H 1.677 2.395 3.011  0.38
H 0.483 1.279 -3.208  0.30
H -2.150 2.244 0.038  0.38
H -2.930 -0.651 -2.031  0.41
H 1.176 0.646 3.359  0.32
H 1.251 -3.624 -2.246  0.51
H 1.936 -3.888 0.064  0.46
H 1.725 1.416 0.954  0.38
H -1.108 2.098 -3.016  0.41
H -1.948 0.038 2.026  0.42
H 0.042 2.130 3.193  0.30
H -1.803 -0.088 0.225  0.17
H 2.439 -1.278 0.426  0.31
H 1.281 -1.816 1.684  0.43
H 0.676 -1.647 -3.219  0.43
H 0.392 -0.483 1.734  0.35
H -1.816 2.385 1.784  0.36
H -2.550 1.042 -2.543  0.28
H 0.261 -3.699 0.213  0.32

- Gap between HOMO and LUMO: 9.6 eV
- SMILES: C=C(C)C1=C([N@@H+]2CCO[C@H]2C)CCC=C1
- Total charge: +1
- E_tot: -17332.814 eV
- E_HOMO: -12.3429 eV